The following is a DFT calculation (wB97M-V/def2-TZVPD) of 3 unconnected molecules or ions with the total composition C28H63N2O5P.

**Kohn-Sham gap**: 9.701 eV
**Lowest unoccupied orbital energy**: 0.197 eV
**HOMO level**: -9.50 eV

```
99
Properties=species:S:1:pos:R:3:mulliken_charge:R:1
C -0.75687 -1.36274 -3.10594 -0.780
C 0.39444 -2.34395 -2.86910 -0.783
C 1.35020 -1.86531 -1.77059 0.071
C 2.76748 -2.41400 -1.92094 -0.749
C 3.64292 -2.18314 -0.69144 -0.643
C 3.34534 -3.14808 0.45494 -0.605
C 4.11265 -2.81158 1.74018 -0.892
C 3.34874 -1.88080 2.70367 -0.540
C 3.29926 -2.34672 4.16971 -0.738
C 3.52316 -1.21038 5.16637 0.308
C 3.05467 -1.55022 6.57656 -0.659
C 2.99337 -0.37436 7.57159 -0.859
C 2.84876 1.03206 7.00061 -0.995
N 1.56169 1.35155 6.33468 0.437
C 1.64827 1.96829 5.01850 -0.851
P 0.29267 3.14970 4.72324 0.952
O 0.09197 4.15312 5.75932 -0.682
O 0.64131 3.71037 3.25503 -0.514
O -1.01138 2.27997 4.45281 -0.483
C 0.52462 0.40986 6.38916 0.221
O 0.07633 -0.17834 5.42747 -0.622
O 0.04893 0.28160 7.62906 -0.379
C -1.01728 -0.70178 7.79628 -0.513
N -0.61060 -2.05802 7.71517 -0.566
H -1.04188 -0.86236 -2.17838 0.374
H -0.46847 -0.60589 -3.83602 0.141
H -1.64237 -1.87146 -3.49051 0.215
H 0.96285 -2.48123 -3.79278 0.372
H -0.00635 -3.31938 -2.58419 0.318
H 1.38875 -0.76996 -1.77879 -0.083
H 0.94693 -2.16190 -0.79737 0.243
H 2.71151 -3.49122 -2.11875 0.312
H 3.22577 -1.94876 -2.79791 0.394
H 4.69314 -2.31068 -0.96987 0.339
H 3.52049 -1.14999 -0.34451 0.266
H 2.27202 -3.14420 0.66873 0.317
H 3.59452 -4.16080 0.12542 0.325
H 4.35941 -3.73889 2.26155 0.480
H 5.06008 -2.34188 1.46127 0.332
H 3.77826 -0.87512 2.67044 0.365
H 2.32182 -1.77955 2.34128 0.263
H 4.02775 -3.14513 4.33555 0.477
H 2.31217 -2.77045 4.37856 0.216
H 2.98918 -0.33330 4.79593 -0.284
H 4.59031 -0.96061 5.19041 0.291
H 3.73212 -2.30150 6.99216 0.544
H 2.07719 -2.03415 6.51320 0.048
H 3.91109 -0.35239 8.16523 0.459
H 2.19554 -0.54729 8.29223 0.303
H 3.00510 1.74350 7.81503 0.456
H 3.63962 1.21489 6.27148 0.425
H 1.68160 1.22946 4.20782 0.376
H 2.56352 2.56282 4.95987 0.615
H 1.58330 3.73592 3.05956 0.331
H -0.84663 1.47660 3.94288 0.344
H -1.41457 -0.46916 8.77954 0.327
H -1.77335 -0.50525 7.04041 0.396
H 0.18143 -2.26844 8.30706 0.297
H -0.41792 -2.33870 6.76412 0.298
C -1.63347 5.61656 -4.42138 -1.159
C -0.15197 5.49238 -4.08167 -0.371
C 0.56359 4.39210 -4.86433 -0.893
C 0.02213 2.98132 -4.62578 -0.518
C 0.03508 2.52552 -3.16789 0.169
C 1.43139 2.46137 -2.55787 -1.303
H -2.17982 4.70189 -4.18545 0.257
H -2.09911 6.42831 -3.86137 0.374
H -1.77196 5.82213 -5.48525 0.297
H -0.03694 5.32157 -3.00757 0.234
H 0.34435 6.44381 -4.28967 0.388
H 1.62994 4.42104 -4.62392 0.324
H 0.49159 4.61459 -5.93378 0.402
H 0.61300 2.27721 -5.22140 0.398
H -0.99981 2.91169 -5.00864 0.198
H -0.42181 1.53544 -3.11203 -0.157
H -0.59830 3.18096 -2.56344 0.329
H 2.07244 1.78170 -3.12522 0.246
H 1.39376 2.10134 -1.52821 0.344
H 1.91331 3.44037 -2.54383 0.405
C -6.49507 -3.46921 -5.01564 -1.237
C -5.95096 -2.30654 -4.19251 0.002
C -6.29750 -0.93422 -4.76846 -0.711
C -5.74298 -0.66660 -6.16937 -0.779
C -4.22601 -0.80171 -6.29224 -0.418
C -3.45348 0.16984 -5.40657 -1.031
H -6.08359 -3.47587 -6.02623 0.274
H -6.24771 -4.42693 -4.55610 0.397
H -7.58252 -3.41007 -5.09946 0.297
H -4.86607 -2.40583 -4.09290 -0.076
H -6.35258 -2.36714 -3.17770 0.363
H -5.94188 -0.16207 -4.08098 0.310
H -7.38652 -0.82795 -4.80040 0.398
H -6.03452 0.34487 -6.46978 0.357
H -6.21840 -1.34073 -6.88694 0.333
H -3.94565 -0.63723 -7.33588 0.386
H -3.92349 -1.82643 -6.05739 0.213
H -3.70852 1.20455 -5.64726 0.384
H -2.37781 0.04979 -5.54391 0.292
H -3.66667 0.00752 -4.34862 0.255
```